(1)
Below is a structure of composition C26H49NO4Si2V in a non-equilibrium geometry, with properties calculated with ωB97M-V with the def2-TZVPD basis set.

XYZ file:
```
83
Properties=species:S:1:pos:R:3:forces:R:3:lowdin_charge:R:1
O 1.8490 1.5897 -0.8418 0.4164 0.9724 -0.5933 -0.1603
O 0.2857 2.9171 -2.1163 -0.4893 0.0044 -0.0696 -0.1707
C 2.3949 2.5409 0.1778 -0.2262 -0.5308 -0.6916 -0.1932
C 3.5299 1.9114 0.9361 0.0865 -0.0112 0.2790 -0.0494
H 1.5377 2.7714 0.8154 0.0751 -0.1798 -0.0864 0.1179
H 2.7081 3.4546 -0.3478 -0.0962 -0.2177 0.1710 0.1153
H 3.2159 1.0074 1.4675 -0.0013 0.1139 -0.2071 0.0874
H 3.8757 2.6295 1.6829 0.0242 -0.0263 -0.0158 0.0921
H 4.3806 1.6772 0.2912 -0.0996 -0.0055 0.0543 0.0818
C 2.7920 1.2720 -1.9707 -0.4336 -0.4026 1.0111 -0.1632
C 3.3760 2.5045 -2.5897 0.3029 0.3577 -0.2216 -0.0654
H 2.1837 0.6971 -2.6766 0.0086 0.0552 0.2486 0.1228
H 3.5483 0.6016 -1.5470 -0.2031 0.1432 -0.1792 0.1156
H 2.5991 3.2329 -2.8477 0.2321 -0.1392 0.0237 0.0650
H 3.9031 2.2326 -3.5103 -0.0756 -0.0052 0.1286 0.1012
H 4.1049 2.9757 -1.9270 -0.0248 0.0242 -0.1163 0.0829
C -0.4477 2.2377 -3.2227 0.0891 0.4497 0.7174 -0.1346
C -0.1735 4.2242 -1.6019 -0.0612 -0.7724 -0.2026 -0.1575
C 0.2445 2.5327 -4.5210 0.1636 0.0323 -0.3694 -0.0517
H -1.4788 2.6103 -3.1901 0.2235 -0.1532 0.0293 0.1366
H -0.4332 1.1758 -2.9654 -0.0991 0.1219 0.0285 0.1346
H 0.2605 3.6065 -4.7288 0.0236 -0.2224 -0.0140 0.0733
H -0.2907 2.0384 -5.3341 0.0142 -0.0026 0.0339 0.0964
H 1.2749 2.1569 -4.5241 -0.2405 0.0693 0.0168 0.0765
C 0.1681 5.3077 -2.5848 0.0478 0.3709 -0.1390 -0.0589
H 0.3469 4.3538 -0.6495 -0.1176 -0.1133 -0.1492 0.1224
H -1.2515 4.1381 -1.4172 0.2494 0.0269 0.0459 0.1300
H 1.2187 5.2625 -2.8939 -0.1912 -0.0489 0.0933 0.0865
H 0.0079 6.2782 -2.1121 -0.0485 -0.0109 -0.0176 0.0917
H -0.4660 5.2657 -3.4723 0.0707 0.0106 0.0727 0.0802
H 0.9465 2.2382 -1.4362 0.1979 -0.2267 0.2966 0.0818
V -0.4281 -1.3219 0.8638 -0.8820 -0.2477 -1.4099 0.8255
C -0.9615 0.7233 0.8609 -0.0208 0.0987 0.2304 -0.3324
Si -2.5230 1.5643 1.5244 0.7499 -0.3185 -0.3961 0.4142
H -0.0467 1.0948 1.3724 -0.2935 0.2956 -0.1243 -0.0206
H -0.8913 0.9472 -0.2264 0.0798 -0.0572 0.3348 -0.0153
C -1.9739 3.2459 2.1794 -0.1612 0.1436 0.1727 -0.2038
C -3.4398 0.7009 2.9142 -0.0479 -0.0334 0.1863 -0.1861
C -3.7624 1.8356 0.1315 -0.1269 0.0487 -0.0457 -0.1847
C 1.5340 -1.9500 0.3781 0.0656 0.0783 0.0247 -0.3325
Si 1.9078 -2.8025 -1.2844 -0.4216 0.1024 1.1436 0.4233
H 1.6640 -2.6293 1.2590 0.2749 0.1920 -0.6269 0.0013
H 2.1678 -1.0627 0.5582 0.0531 -0.1168 -0.0188 -0.0390
C 3.6233 -2.4351 -1.9802 0.3601 0.0252 0.0231 -0.2024
C 0.6864 -2.3709 -2.6473 -0.1309 0.1883 -0.3230 -0.1860
C 1.8302 -4.6392 -0.8977 0.0564 -0.1173 -0.1218 -0.1966
H -3.2701 2.1554 -0.7977 -0.0990 -0.0720 0.1292 0.0057
H -4.4871 2.6148 0.4137 0.1277 -0.1985 -0.0716 0.0302
H -4.3228 0.9124 -0.0768 0.1819 0.2291 -0.0242 0.0371
H -1.0800 3.1275 2.8076 -0.1888 0.0782 -0.0858 0.0235
H -2.7722 3.6899 2.7898 0.2192 0.0979 -0.1064 0.0241
H -1.7334 3.9369 1.3593 -0.0155 -0.0816 0.1504 0.0062
H -2.7424 0.2487 3.6322 -0.1849 0.0149 -0.1019 0.0268
H -4.1123 -0.0821 2.5356 0.2664 0.0967 0.0918 0.0343
H -4.0596 1.4318 3.4602 0.1695 -0.2115 -0.1458 0.0291
H 1.1770 -1.8651 -3.4922 0.0056 -0.1482 0.0710 0.0129
H -0.1442 -1.7415 -2.3000 0.2051 -0.2861 -0.0318 -0.0003
H 0.2401 -3.2995 -3.0327 0.0187 0.2659 0.0227 0.0395
H 2.0221 -5.2611 -1.7824 -0.0794 0.0714 0.1583 0.0274
H 0.8387 -4.8948 -0.4994 0.1936 0.0174 -0.0657 0.0342
H 2.5828 -4.8880 -0.1361 -0.1853 0.0197 -0.1344 0.0305
H 3.9162 -3.2392 -2.6727 -0.0651 0.2176 0.1124 0.0305
H 4.3798 -2.3931 -1.1848 -0.1044 -0.0261 -0.1482 0.0269
H 3.6656 -1.4907 -2.5410 -0.0161 -0.1800 0.0887 -0.0038
O -3.3452 -3.1690 -1.2204 0.3478 0.2912 0.0004 0.0343
C -2.5156 -2.7671 -0.4131 -0.0333 0.0209 -0.1314 -0.5630
O -1.5771 -1.8586 -0.6554 -0.4999 -0.3158 0.3671 -0.1905
C -2.4786 -3.2841 0.9801 -0.2401 -0.0553 -0.6941 -0.2045
C -3.3159 -4.2900 1.4523 0.3258 0.3116 0.0350 -0.0093
C -3.1719 -4.7128 2.7629 -0.6164 -0.3618 -0.5623 -0.0459
C -2.1906 -4.1122 3.5881 0.8936 0.5385 0.7777 -0.1646
C -1.9977 -4.4833 4.9429 -0.2392 -0.0189 -0.5786 -0.0493
C -1.0344 -3.8647 5.7145 0.2562 0.1749 0.1585 -0.1130
C -0.2215 -2.8520 5.1698 -0.1583 -0.0847 -0.1406 -0.1004
C -0.3736 -2.4528 3.8384 -0.2731 -0.5680 0.6894 -0.0449
C -1.3500 -3.0799 3.0499 -0.4369 -0.3119 0.0808 -0.2028
N -1.5098 -2.6837 1.7332 0.3559 -0.0303 0.9588 -0.0313
H -4.0462 -4.6976 0.7526 0.2055 0.0837 0.2708 0.1204
H -3.8070 -5.5037 3.1595 0.1718 0.1811 0.0044 0.1032
H -2.6429 -5.2765 5.3425 0.3415 0.3630 -0.0424 0.1112
H -0.9060 -4.1684 6.7580 0.0155 0.1680 -0.3793 0.0974
H 0.5288 -2.3836 5.8002 -0.0728 -0.0225 -0.1104 0.0920
H 0.2590 -1.6651 3.4132 -0.1658 -0.2345 0.1602 0.0938
```
Positions in Å, forces in eV/Å.

Properties
**E**: -78878.8525 eV
**Charge**: 0
**HOMO-LUMO gap (alpha / beta)**: 4.29 / 7.37 eV
**Multiplicity**: 4
**Molar mass**: 546.80 g mol⁻¹
**Max |F|**: 1.68 eV/Å

=====

(2)
Below is a structure of composition C26H50Br6O12S6 in a non-equilibrium geometry, with properties calculated with ωB97M-V with the def2-TZVPD basis set.

XYZ file:
```
100
Properties=species:S:1:pos:R:3:forces:R:3:lowdin_charge:R:1
C 0.2115 -0.7623 -0.2011 0.1282 1.0037 0.6743 -1.5156
Br -1.4633 -0.6341 0.7576 0.0230 -0.2510 -0.1062 0.7113
Br 1.5998 0.0343 0.9309 -0.2247 -0.3702 -0.4040 0.6594
Br 0.0330 0.2637 -1.8087 0.2471 -0.2246 -0.2686 0.6451
H 0.4866 -1.7917 -0.3920 -0.1016 -0.0688 -0.0954 -0.0589
C 2.9073 -5.1555 0.0515 0.0006 0.4742 -0.2083 -1.6167
Br 2.5597 -3.4106 0.8018 0.2559 0.1536 0.1799 0.6196
Br 3.9669 -6.2550 1.1912 -0.1385 -0.1116 0.2448 0.6109
Br 3.7823 -4.9726 -1.6531 -0.1759 -0.1299 -0.1569 0.6216
H 1.9147 -5.5467 -0.1061 0.0375 -0.3855 -0.0455 -0.0583
C 0.6531 4.1932 1.4655 -1.3337 -0.5227 -1.4212 -0.2261
C 0.2555 4.9360 2.7450 0.9780 0.2931 -0.1347 -0.1991
C 1.1443 4.3687 3.8410 0.1394 0.0529 -0.2531 -0.2170
S 2.7429 4.1298 3.0533 -0.4455 -0.5282 0.1432 0.6621
O 3.2959 2.9052 3.5761 0.3565 -0.1434 -0.0849 -0.3356
O 3.5017 5.3486 3.1031 0.0837 0.2406 -0.0017 -0.3124
C 2.1359 3.8704 1.3636 0.1985 -0.2178 1.0648 -0.2053
H 0.2490 4.6795 0.5700 0.4100 0.4259 0.1511 0.1163
H 0.1012 3.2452 1.3971 0.2103 -0.0729 0.5030 0.0998
H -0.7986 4.7962 2.9563 -0.0950 0.1550 0.0489 0.0987
H 0.4993 5.9924 2.6149 -0.3206 0.0784 0.0792 0.1189
H 0.7838 3.3917 4.1505 0.1514 -0.0700 0.1525 0.0725
H 1.3607 5.0204 4.6833 -0.2571 0.0279 0.0987 0.1094
H 2.2679 2.8076 1.2129 0.1590 -0.1289 -0.2451 0.0304
H 2.7929 4.4193 0.6976 -0.2708 0.3137 -0.0957 0.1065
C 1.2187 -2.1222 4.3718 -0.1634 1.1083 0.3223 -0.1890
C -0.2324 -2.0627 3.9508 -1.2024 -0.9655 -0.8783 -0.2639
C -0.9580 -1.0795 4.8388 0.9963 0.5650 -0.0272 -0.2086
S 0.1748 0.3320 4.8908 -0.6482 -1.0261 -0.5491 0.6543
O 0.2072 0.8133 6.2370 0.3332 0.5106 0.5241 -0.3100
O -0.1466 1.2363 3.8079 0.1016 0.0745 -0.0749 -0.3601
C 1.6422 -0.6426 4.4971 0.6322 0.0038 0.7915 -0.2233
H 1.8521 -2.6164 3.6431 0.0111 -0.2925 0.1238 0.0739
H 1.3219 -2.5377 5.3746 0.0353 -0.4555 -0.1943 0.1202
H -0.7938 -3.0031 3.9656 0.4636 -0.2028 0.2092 0.1155
H -0.3001 -1.7888 2.8975 0.1102 0.3375 0.0756 0.0353
H -0.9597 -1.4625 5.8584 -0.4057 0.1109 0.0707 0.1094
H -1.9162 -0.7070 4.4931 -0.1531 -0.1645 0.0470 0.0980
H 2.2824 -0.5260 5.3712 0.1297 0.2212 -0.1257 0.1050
H 2.1590 -0.2426 3.6348 -0.1687 0.1602 -0.1293 0.0428
C -1.8207 1.8558 -7.6361 -0.6709 -0.1635 -0.5516 -0.2094
C -2.1564 1.7350 -6.1424 0.5676 0.1354 1.0314 -0.2094
C -1.0705 0.9053 -5.4624 0.4615 -0.5690 -0.9679 -0.2400
S 0.4559 1.3832 -6.2824 -0.3823 -0.5313 -0.0126 0.6396
O 1.2845 0.2243 -6.4744 0.2517 -0.2858 0.0146 -0.3311
O 1.0206 2.5162 -5.6135 -0.0177 0.7414 0.0167 -0.3108
C -0.3293 1.7636 -7.8728 1.4500 0.4128 0.3156 -0.2146
H -2.2621 2.7666 -8.0376 0.2287 0.1398 0.0321 0.1142
H -2.3071 1.0606 -8.2056 -0.0063 -0.1323 0.2221 0.1152
H -3.1312 1.2856 -5.9730 -0.0946 0.1083 -0.0643 0.1129
H -2.1144 2.6952 -5.6204 -0.3355 0.1795 -0.4022 0.1190
H -1.1301 -0.1441 -5.7674 -0.2076 -0.0557 0.4548 0.1088
H -0.9012 1.0290 -4.3943 -0.3345 -0.0222 -0.0965 0.0428
H 0.0673 0.9553 -8.4839 -0.6096 -0.1866 -0.1606 0.0985
H 0.1779 2.6525 -8.2521 -0.3232 0.2232 0.1641 0.1073
C -3.7760 -5.6808 -0.3278 0.1853 0.1943 -0.5442 -0.2110
C -3.5831 -4.5023 -1.2949 -0.7025 -0.1762 0.1504 -0.2135
C -2.5946 -3.6034 -0.6117 0.8017 -0.1224 0.7672 -0.2632
S -1.4357 -4.7161 0.2182 -0.1882 -0.2440 -1.2213 0.6465
O -1.4535 -4.4752 1.6267 0.0687 0.1965 0.7514 -0.3058
O -0.1854 -4.7342 -0.4986 0.4011 0.0225 -0.0605 -0.3553
C -2.3665 -6.1982 -0.1331 0.1836 -0.9019 1.2199 -0.2349
H -4.4267 -6.4412 -0.7480 -0.1660 -0.0386 0.1606 0.1200
H -4.1428 -5.3153 0.6315 -0.2681 -0.1635 0.0054 0.1217
H -4.4941 -3.9234 -1.4375 -0.1423 -0.2455 -0.3217 0.1203
H -3.2357 -4.9382 -2.2299 0.0877 0.4173 -0.2373 0.1243
H -3.0568 -3.1077 0.2395 -0.1442 0.3221 -0.2138 0.0733
H -2.0061 -2.9113 -1.2026 -0.1384 0.0789 -0.1915 0.0838
H -2.2755 -6.8230 0.7588 0.0017 0.1031 0.0491 0.1097
H -1.9326 -6.7895 -0.9356 -0.0728 0.4263 -0.4107 0.1130
C 4.2665 -0.4039 -1.9756 -0.7628 -0.3324 0.3891 -0.2364
C 5.2631 -1.5043 -2.2686 0.2003 -1.5050 -0.9563 -0.2541
C 6.5981 -1.0357 -1.7501 0.1999 1.3593 -0.1453 -0.2028
S 6.6106 0.7267 -2.2301 0.3647 0.0463 0.0735 0.6649
O 7.4403 0.9931 -3.3802 -0.1989 -0.3197 -0.0161 -0.3247
O 6.8421 1.4956 -1.0354 -0.1256 0.1765 0.2143 -0.3256
C 4.8743 0.8025 -2.6652 0.1419 0.1280 0.0392 -0.2186
H 4.1027 -0.3281 -0.8955 0.3381 0.4156 -0.0492 0.0878
H 3.2751 -0.6272 -2.3700 0.0270 -0.0161 -0.2535 0.1018
H 5.3062 -1.6854 -3.3534 0.1738 0.4741 -0.0025 0.1278
H 5.0184 -2.5167 -1.9455 -0.2086 0.3258 0.7142 0.0363
H 7.5225 -1.4382 -2.1493 -0.1139 -0.4144 -0.0039 0.1049
H 6.6086 -0.9454 -0.6656 0.1322 -0.3957 0.0734 0.1028
H 4.8116 0.6190 -3.7326 0.0295 0.2419 -0.2315 0.1079
H 4.5325 1.8058 -2.4258 -0.1923 -0.0893 0.1336 0.1100
C -4.9010 1.2420 1.7379 0.3055 -0.6876 -0.6189 -0.2340
C -3.6734 1.6410 2.5812 -0.6298 -0.2675 0.0571 -0.2349
C -3.5643 3.1423 2.4925 0.0570 0.5948 -0.1838 -0.2205
S -5.2617 3.7808 2.4420 0.4194 -1.7738 -0.9297 0.6718
O -5.3847 4.5118 1.2103 -0.1871 0.8008 0.0396 -0.3267
O -5.7002 4.2676 3.7135 -0.0543 0.5643 0.2962 -0.3112
C -6.0177 2.1500 2.1371 -0.5553 1.2040 1.4766 -0.2308
H -5.1860 0.2021 1.9164 0.0967 0.0161 0.0395 0.1142
H -4.6543 1.3050 0.6729 -0.0889 0.2073 0.0411 0.1191
H -2.7790 1.1727 2.1829 0.1156 -0.0159 0.3322 0.0233
H -3.8619 1.3338 3.6131 0.2747 -0.0603 0.0046 0.1244
H -3.1512 3.4212 1.5229 0.0532 0.1276 0.0447 0.1046
H -3.0057 3.6343 3.2834 -0.0290 -0.0823 0.1317 0.0999
H -6.8946 2.3601 1.5320 0.2199 -0.3482 -0.5200 0.1056
H -6.3907 1.8891 3.1332 0.0249 -0.2158 -0.0930 0.1046
```
Positions in Å, forces in eV/Å.

Properties
**E**: -537605.9466 eV
**Charge**: 0
**HOMO-LUMO gap**: 9.31 eV
**Molar mass**: 1226.50 g mol⁻¹
**Max |F|**: 2.05 eV/Å